Record 1
ORCA calculation (ωB97M-V/def2-TZVPD) on one molecule with the formula C4H8N2O2 at a distorted geometry.

Structure (XYZ):
```
16
Properties=species:S:1:pos:R:3:forces:R:3
H 0.044621 -2.728652 1.251659 3.232 0.737 -1.380
N 0.870339 -2.013111 0.899833 -0.970 -2.346 0.623
C 0.182034 -1.035928 1.207481 -3.535 -0.744 1.095
O -1.118348 -1.532464 1.772772 0.923 2.337 -0.501
C 0.323088 0.436495 1.031297 0.009 -0.320 0.059
C -0.770191 0.866605 0.055944 -0.023 0.029 0.043
O -1.907477 1.064954 0.452929 0.058 0.024 0.040
N -0.429899 0.949044 -1.245023 -0.162 0.124 -0.212
C 0.844144 0.592561 -1.841141 0.180 0.035 0.144
H -1.836409 -0.888392 1.628601 0.239 0.013 0.112
H 0.130073 0.919958 1.988675 0.047 0.111 -0.112
H 1.333479 0.632242 0.682157 -0.011 0.127 0.035
H -1.177036 1.240635 -1.858560 0.010 -0.075 0.131
H 0.712570 0.513890 -2.917999 -0.003 -0.011 0.042
H 1.193458 -0.369959 -1.465284 0.007 0.018 -0.064
H 1.605556 1.352123 -1.643342 -0.001 -0.059 -0.054
```
Forces are in eV/Å.

Summary:
energy relative to the best compared isomer or geometry (same formula, charge and spin): 42.7 kcal/mol
M: 116.1 g/mol
SMILES: [H]/N=C(\O)CC(=O)NC
total charge: 0
E: -11352.2619 eV
highest occupied orbital energy: -10.21 eV
HOMO-LUMO gap: 10.9 eV

How is the electron density shared among the atoms? According to natural (NBO), the charges in e are: 0.392 -0.637 0.533 -0.780 -0.591 0.688 -0.634 -0.602 -0.425 0.499 0.266 0.247 0.409 0.219 0.221 0.195

=====

Record 2
ORCA calculation (ωB97M-V/def2-TZVPD) on an isolated ion of composition C2H9N2 and charge +1 at a distorted geometry.

Structure (XYZ):
```
13
Properties=species:S:1:pos:R:3:forces:R:3
N -1.593109 0.229629 0.527901 6.507 -0.073 -1.518
C -0.693792 0.310122 -0.714788 -0.624 -2.110 0.676
C 0.644743 -0.560735 -0.562469 -3.726 0.360 2.348
N 1.478413 0.043293 0.600417 -0.951 -0.265 -0.199
H -2.492365 0.371199 0.455009 -5.756 1.351 -1.204
H -1.487421 -0.543013 1.089744 0.492 -2.438 1.099
H -0.664423 1.349757 -0.688937 1.895 1.995 -0.504
H -1.009150 0.152407 -1.782045 -0.719 -0.829 1.195
H 1.206240 -0.492420 -1.402947 1.789 0.606 -2.531
H 0.461247 -1.724989 -0.471463 0.156 2.534 0.633
H 0.986731 0.732721 1.234589 0.062 -1.280 -0.763
H 1.804394 -0.777278 1.076242 0.397 -0.123 1.160
H 2.291911 0.524842 0.255120 0.479 0.273 -0.393
```
Forces are in eV/Å.

Summary:
energy relative to the best compared isomer or geometry (same formula, charge and spin): 51.5 kcal/mol
M: 61.1 g/mol
SMILES: NCC[NH3+]
total charge: +1
E: -5191.7216 eV
highest occupied orbital energy: -13.64 eV
HOMO-LUMO gap: 9.8 eV

How is the electron density shared among the atoms? According to natural (NBO), the charges in e are: -0.840 -0.261 -0.227 -0.692 0.377 0.355 0.224 0.225 0.226 0.255 0.471 0.445 0.442

=====

Record 3
ORCA calculation (ωB97M-V/def2-TZVPD) on one molecule with the formula C16H15ClN6O2S at a distorted geometry.

Structure (XYZ):
```
41
Properties=species:S:1:pos:R:3:forces:R:3
C -2.822743 -1.287886 -1.144401 -0.122 -0.220 -0.143
O -2.047393 -0.290219 -0.520514 -0.109 0.608 0.079
C -2.679918 0.713570 0.141849 0.053 0.207 0.043
C -4.052889 0.915318 0.182794 0.134 -0.235 -0.114
C -4.583811 2.009825 0.844284 0.140 0.104 0.068
C -3.772614 2.939723 1.478462 -0.031 -0.104 -0.089
C -4.341747 4.136755 2.174093 0.051 0.034 0.010
C -2.400018 2.734039 1.455628 -0.080 -0.241 -0.087
C -1.859688 1.632475 0.813315 -0.732 0.101 0.001
N -0.469106 1.468461 0.826398 1.213 -1.239 -0.059
N 0.371628 2.517383 0.785424 -0.614 1.083 -0.198
N 1.549814 2.077312 0.858483 0.626 0.785 0.043
N 1.573337 0.757459 0.954801 -0.529 -0.966 0.115
C 0.312475 0.358320 0.934142 -0.014 0.557 0.074
S -0.225563 -1.263599 1.142037 0.228 -0.729 0.221
C 1.342402 -2.010628 1.725543 -0.308 0.186 -0.037
C 2.164998 -2.542920 0.559193 -0.135 0.288 0.309
O 2.175155 -3.722613 0.286296 -0.025 -0.314 -0.041
N 2.843277 -1.569377 -0.100008 0.135 0.478 0.025
C 3.677768 -1.725709 -1.198814 0.255 -0.144 -0.389
C 3.970274 -2.952894 -1.791719 0.012 -0.011 -0.016
C 4.822976 -2.997115 -2.883658 -0.010 0.217 0.052
C 5.362961 -1.814734 -3.357054 0.022 -0.310 -0.091
N 5.093742 -0.641575 -2.805550 -0.062 0.341 0.152
C 4.288629 -0.597053 -1.773501 0.070 -0.303 -0.147
Cl 3.990139 0.976452 -1.115449 -0.032 0.121 0.092
H -2.106636 -2.001228 -1.547878 -0.073 0.018 0.004
H -3.472138 -1.794356 -0.425269 0.000 0.027 -0.011
H -3.422766 -0.871583 -1.958615 0.019 -0.015 0.052
H -4.717597 0.225950 -0.311883 -0.032 -0.089 -0.067
H -5.655548 2.141010 0.855310 -0.112 0.023 0.010
H -5.427778 4.121753 2.148268 -0.073 0.047 0.030
H -4.016354 4.163920 3.212569 -0.039 0.058 0.086
H -3.994415 5.050396 1.694008 -0.039 0.107 0.012
H -1.729864 3.430144 1.936343 0.074 0.047 0.062
H 1.879565 -1.261117 2.302599 0.034 -0.077 0.071
H 1.041877 -2.848013 2.353943 0.088 0.038 -0.074
H 2.715228 -0.601027 0.217808 -0.065 -0.325 0.086
H 3.529951 -3.852249 -1.393502 -0.005 0.028 0.010
H 5.058527 -3.939190 -3.352239 0.031 -0.079 -0.052
H 6.033860 -1.785180 -4.203534 0.054 -0.105 -0.089
```
Forces are in eV/Å.

Summary:
M: 390.9 g/mol
SMILES: COc1ccc(C)cc1-n1nnnc1SCC(=O)Nc1cccnc1Cl
total charge: 0
E: -53228.0368 eV
highest occupied orbital energy: -8.63 eV
HOMO-LUMO gap: 9.0 eV

How is the electron density shared among the atoms? According to natural (NBO), the charges in e are: -0.255 -0.504 0.280 -0.274 -0.184 -0.032 -0.625 -0.193 0.141 -0.227 -0.056 -0.035 -0.378 0.178 0.345 -0.617 0.672 -0.604 -0.642 0.088 -0.189 -0.247 0.018 -0.413 0.161 0.021 0.213 0.183 0.185 0.225 0.215 0.216 0.222 0.224 0.235 0.257 0.257 0.458 0.261 0.222 0.196

=====

Record 4
ORCA calculation (ωB97M-V/def2-TZVPD) on C6H20AgN5O4 as an isolated structure at a distorted geometry.

Structure (XYZ):
```
36
Properties=species:S:1:pos:R:3:forces:R:3
Ag -0.777601 -0.462283 -0.493158 -0.635 -0.095 -0.265
O -2.941881 -0.248033 -1.576908 1.045 0.447 0.405
H -2.825101 0.633217 -1.171578 -0.538 -0.364 -0.231
C -0.119051 0.743397 -3.342028 -0.744 1.712 0.090
O 0.460339 0.340297 -2.368068 1.193 -1.637 2.037
N -1.374831 0.650247 -3.668648 -2.690 -1.608 -0.516
N 0.418189 1.612257 -4.157968 3.397 3.076 -3.276
H -1.982061 0.215137 -2.988908 -1.415 -0.693 0.767
H -1.735541 1.223477 -4.417908 -0.144 -0.403 0.542
H 1.266549 2.124907 -3.964118 -0.113 -0.541 0.075
H -0.120031 1.927537 -4.952328 0.488 0.062 0.282
C -0.557101 -3.610083 0.870122 0.538 5.457 0.383
O -0.341381 -2.374863 0.889302 0.751 -1.494 0.337
N 0.041339 -4.546313 1.501222 5.320 -3.050 4.307
N -1.526361 -4.157413 0.270802 -5.444 -1.617 -3.553
H 0.842119 -4.360433 2.087982 -0.132 0.129 -0.226
H -0.281841 -5.502523 1.537612 0.212 0.458 -0.064
H -2.298421 -3.574683 -0.019798 -0.034 -0.250 -0.249
H -1.655361 -5.115763 0.562382 -1.084 0.418 -0.878
C -0.180741 3.402167 2.124342 1.273 -0.907 0.489
C 0.193819 2.222227 1.181152 0.775 0.751 -0.404
C 1.608899 1.530197 1.399202 -1.069 -1.096 -0.058
O 1.653129 0.292317 0.649662 -0.014 0.925 -1.036
C 2.712959 -0.622753 0.910502 -0.747 0.486 0.208
N -0.758641 1.158477 1.334312 -0.196 -0.577 0.889
H -1.247261 3.625367 2.095862 0.143 0.436 -0.771
H 0.507409 4.235357 1.981722 -0.493 0.367 -0.201
H -0.067701 3.128127 3.173262 0.349 -0.368 0.193
H 0.075169 2.596917 0.164472 0.527 0.023 -0.225
H 1.628649 1.104897 2.402612 0.135 0.925 0.851
H 2.456169 2.191737 1.218662 0.069 -0.027 -0.144
H 3.682869 -0.125463 0.902112 0.133 -0.059 -0.006
H 2.661799 -1.409383 0.157702 0.021 0.300 -0.181
H 2.527569 -1.122093 1.861502 0.209 0.065 0.376
H -1.606381 1.561507 1.707142 -0.495 -0.129 -0.257
H -0.339691 0.712307 2.137752 -0.593 -1.121 0.310
```
Forces are in eV/Å.

Summary:
energy relative to the best compared isomer or geometry (same formula, charge and spin): 45.0 kcal/mol
M: 334.1 g/mol
total charge: 0
E: -26184.5654 eV
highest occupied orbital energy: -6.91 eV
HOMO-LUMO gap: 7.4 eV

How is the electron density shared among the atoms? According to natural (NBO), the charges in e are: 0.870 -1.277 0.405 0.763 -0.723 -0.838 -0.830 0.457 0.368 0.393 0.369 0.757 -0.734 -0.803 -0.781 0.401 0.383 0.426 0.367 -0.630 -0.066 -0.059 -0.561 -0.240 -0.840 0.216 0.217 0.200 0.195 0.155 0.183 0.167 0.207 0.163 0.364 0.356

=====

Question: The lowest E belongs to which entry?
Answer: C16H15ClN6O2S